The following is a quantum chemistry calculation of C19H18Br4FeN2O2S5Si as an isolated structure, from the Open Molecules 2025 dataset.

ΔE to the lowest compared entry with this formula, charge and spin, kcal per mole: 2.0
E_HOMO (alpha / beta), eV: -5.2 / -5.2
Multiplicity: 6
Total charge: -1

```
52
C19H18Br4FeN2O2S5Si (wB97M-V/def2-TZVPD)
Fe -0.078 -0.334 0.006
C 3.569 -0.393 -1.425
C 3.379 -0.189 0.051
C 4.457 -0.114 0.924
C 4.201 0.102 2.278
C 2.911 0.257 2.730
C 1.849 0.192 1.797
N 2.130 -0.053 0.493
N 0.533 0.303 2.058
Si -0.137 1.396 3.197
C -2.015 1.366 3.032
C 0.265 0.989 5.014
C 0.460 3.165 2.854
H 4.077 -1.337 -1.618
H 4.175 0.415 -1.838
H 2.601 -0.408 -1.918
H 5.469 -0.214 0.555
H 5.030 0.153 2.976
H 2.685 0.406 3.777
H -2.405 0.349 2.955
H -2.338 1.912 2.143
H -2.480 1.842 3.899
H 0.298 -0.088 5.192
H -0.506 1.411 5.664
H 1.223 1.411 5.325
H 0.529 3.329 1.775
H 1.452 3.344 3.276
H -0.218 3.917 3.265
Br -3.445 5.632 -1.495
C -3.077 3.850 -1.009
C -4.127 2.981 -0.627
Br -5.902 3.615 -0.591
C -3.856 1.675 -0.274
Br -5.215 0.486 0.267
C -2.537 1.161 -0.290
O -2.238 -0.013 0.040
C -1.459 2.053 -0.729
O -0.294 1.570 -0.805
C -1.775 3.389 -1.049
Br -0.325 4.499 -1.520
C 2.216 -3.410 1.952
S 2.577 -3.893 0.235
C 0.981 -4.476 -0.187
C 0.018 -3.763 -0.815
S 0.103 -2.188 -1.517
S -1.505 -4.636 -1.021
C -1.043 -6.141 -0.289
S -2.026 -7.449 -0.179
S 0.577 -6.108 0.313
H 3.131 -2.987 2.359
H 1.912 -4.287 2.519
H 1.428 -2.661 1.950
```

=====

The following is a quantum chemistry calculation of C19H18Br9N3O4 as an isolated structure at a distorted geometry, from the Open Molecules 2025 dataset.

E_HOMO, eV: -8.5

```
53
C19H18Br9N3O4 (wB97M-V/def2-TZVPD)
N -2.972 0.228 0.000
C -4.003 -0.547 0.599
C -4.556 0.207 1.631
C -3.855 1.422 1.667
C -2.873 1.467 0.610
H -2.464 -0.030 -0.834
H -4.319 -1.479 0.155
H -5.417 0.064 2.268
H -4.117 2.259 2.298
H -2.299 2.330 0.306
C 2.451 6.899 0.728
Br 1.640 5.268 0.100
Br 2.084 8.324 -0.675
Br 4.358 6.699 1.170
H 1.944 7.168 1.655
C -5.490 4.994 -0.867
Br -6.397 6.127 0.491
Br -3.907 5.777 -1.560
Br -6.534 4.585 -2.505
H -5.398 3.982 -0.474
C -0.911 4.769 4.618
Br 0.868 5.386 5.428
Br -2.344 6.098 4.954
Br -1.491 3.027 5.315
H -0.731 4.595 3.557
C 0.387 -2.011 3.327
C 1.362 -1.998 4.303
C 2.528 -2.699 4.174
C 2.603 -3.654 3.182
C 1.565 -3.825 2.300
C 0.494 -3.012 2.312
N 3.738 -4.607 3.105
O 3.772 -5.591 2.349
O 4.742 -4.364 3.807
H -0.556 -1.486 3.314
H 1.283 -1.281 5.107
H 3.206 -2.643 5.013
H 1.515 -4.630 1.581
H -0.267 -3.144 1.557
C 2.996 -4.930 -5.074
C 3.151 -4.254 -6.303
C 2.440 -3.132 -6.647
C 1.746 -2.508 -5.613
C 1.552 -3.096 -4.357
C 2.171 -4.262 -4.095
N 1.235 -1.098 -5.783
O 0.839 -0.520 -4.776
O 1.160 -0.669 -6.953
H 3.634 -5.798 -5.006
H 3.823 -4.513 -7.107
H 2.632 -2.672 -7.605
H 1.044 -2.508 -3.607
H 1.935 -4.710 -3.141
```

=====

The following is a quantum chemistry calculation of C19H18ClIN2O2Ru as an isolated structure at a distorted geometry, from the Open Molecules 2025 dataset.

ΔE to the lowest compared entry with this formula, charge and spin, kcal per mole: 12.6
E_HOMO (alpha / beta), eV: -13.9 / -14.8
Multiplicity: 5
Total charge: +2

```
44
C19H18ClIN2O2Ru (wB97M-V/def2-TZVPD)
C 0.981 1.962 2.677
C -2.073 -1.548 0.836
H 0.962 2.776 3.409
H 0.650 2.328 1.705
H 1.950 1.466 2.654
H -2.639 -1.618 -0.102
H -1.743 -2.554 1.144
H -2.741 -1.181 1.642
C 0.752 -2.509 -0.576
C 1.025 -3.289 -1.700
C 0.530 -2.891 -2.941
C -0.243 -1.738 -3.022
H 1.117 -2.737 0.427
H 1.619 -4.189 -1.565
H 0.746 -3.470 -3.835
H -0.644 -1.341 -3.952
N -0.009 -1.415 -0.674
C -0.511 -1.006 -1.855
C -1.241 0.250 -1.777
N -1.266 0.805 -0.535
C -1.717 2.059 -0.339
C -2.246 2.237 -2.681
C -2.159 2.820 -1.416
H -1.679 2.403 0.693
H -2.438 3.853 -1.230
C -1.804 0.932 -2.859
H -1.833 0.407 -3.812
H -2.643 2.801 -3.523
Ru -0.610 -0.298 1.097
I -0.485 0.554 3.483
Cl 6.482 4.675 0.771
C 5.215 3.569 0.432
C 4.246 3.897 -0.528
C 3.215 2.994 -0.795
C 3.134 1.795 -0.075
C 4.109 1.462 0.866
C 5.156 2.350 1.127
C 1.938 0.909 -0.320
O 1.455 0.893 -1.466
O 1.520 0.263 0.738
H 4.307 4.845 -1.057
H 2.464 3.210 -1.552
H 4.036 0.514 1.396
H 5.918 2.110 1.865
```

=====

The following is a quantum chemistry calculation of C19H18ClIN2O2Ti as an isolated structure at a distorted geometry, from the Open Molecules 2025 dataset.

E_HOMO (alpha / beta), eV: -6.3 / -8.7
Multiplicity: 3

```
44
C19H18ClIN2O2Ti (wB97M-V/def2-TZVPD)
C 1.161 0.749 2.295
C 1.079 -0.680 2.356
H 2.079 0.913 1.755
H 1.094 1.126 3.311
H 0.331 1.254 1.726
H 0.952 -1.421 1.378
H 2.038 -1.166 2.565
H 0.146 -0.991 2.819
C -0.196 2.620 -1.743
C 0.095 3.404 -2.843
C 0.016 2.843 -4.113
C -0.299 1.510 -4.313
H -0.210 2.968 -0.697
H 0.398 4.428 -2.682
H 0.280 3.422 -4.991
H -0.241 0.955 -5.240
N -0.582 1.341 -1.948
C -0.593 0.751 -3.194
C -0.744 -0.679 -3.188
N -0.867 -1.234 -1.932
C -0.741 -2.558 -1.693
C -0.578 -2.869 -4.053
C -0.640 -3.412 -2.771
H -0.804 -2.861 -0.638
H -0.600 -4.478 -2.589
C -0.603 -1.501 -4.294
H -0.411 -0.992 -5.235
H -0.446 -3.510 -4.916
Ti -0.335 0.002 -0.693
I 2.321 -0.192 -1.234
Cl -1.026 0.876 6.991
C -1.770 0.712 5.493
C -2.055 -0.567 4.985
C -2.533 -0.681 3.676
C -2.659 0.434 2.862
C -2.557 1.696 3.425
C -2.051 1.861 4.731
C -2.869 0.257 1.394
O -4.007 0.152 0.966
O -1.715 0.193 0.644
H -1.894 -1.445 5.625
H -2.726 -1.663 3.253
H -2.783 2.567 2.814
H -1.887 2.859 5.161
```

=====

The following is a quantum chemistry calculation of one molecule with the formula C19H18ClN3O4 at a distorted geometry, from the Open Molecules 2025 dataset.

ΔE to the lowest compared entry with this formula, charge and spin, kcal per mole: 51.0
E_HOMO, eV: -8.1

```
45
C19H18ClN3O4 (wB97M-V/def2-TZVPD)
C -1.274 -3.013 0.848
C -1.509 -1.540 0.704
C -0.508 -0.607 1.313
C 0.873 -0.750 0.660
O 1.157 -1.624 -0.123
N 1.725 0.219 1.093
C 3.070 0.427 0.759
C 3.720 1.520 1.332
C 5.050 1.760 1.061
C 5.758 0.924 0.207
C 5.098 -0.150 -0.398
C 3.763 -0.402 -0.111
O 5.730 -0.981 -1.284
C 6.954 -0.468 -1.759
C 7.773 0.101 -0.601
O 7.089 1.182 -0.008
N -2.470 -0.985 0.086
N -3.425 -1.707 -0.537
C -4.514 -1.120 -1.102
O -5.326 -1.768 -1.726
C -4.604 0.361 -0.912
C -4.631 1.178 -2.035
C -4.728 2.552 -1.907
C -4.813 3.122 -0.648
C -4.812 2.322 0.481
C -4.708 0.947 0.346
Cl -4.758 -0.034 1.766
H -0.864 -3.409 -0.081
H -2.201 -3.539 1.079
H -0.553 -3.206 1.636
H -0.400 -0.825 2.379
H -0.866 0.417 1.191
H 1.353 0.900 1.742
H 3.183 2.179 1.998
H 5.568 2.593 1.508
H 3.282 -1.242 -0.581
H 7.472 -1.297 -2.242
H 6.767 0.329 -2.493
H 8.732 0.492 -0.946
H 7.942 -0.689 0.143
H -3.346 -2.719 -0.631
H -4.574 0.718 -3.010
H -4.742 3.175 -2.787
H -4.892 4.194 -0.540
H -4.897 2.755 1.465
```

=====

The following is a quantum chemistry calculation of one molecule with the formula C19H18ClN3S, from the Open Molecules 2025 dataset.

ΔE to the lowest compared entry with this formula, charge and spin, kcal per mole: 0.0
E_HOMO, eV: -8.2

```
42
C19H18ClN3S (wB97M-V/def2-TZVPD)
C -1.535 -2.125 3.286
C -1.112 -1.775 1.897
N -1.812 -2.302 0.901
C -1.425 -1.995 -0.337
C -2.258 -2.571 -1.439
S -2.845 -1.269 -2.582
C -3.432 -0.021 -1.475
C -3.363 1.299 -1.908
C -3.801 2.324 -1.094
C -4.300 2.025 0.165
Cl -4.827 3.305 1.201
C -4.382 0.712 0.601
C -3.959 -0.313 -0.224
C -0.349 -1.172 -0.596
C 0.328 -0.661 0.524
N 1.402 0.148 0.458
C 2.023 0.677 -0.731
C 3.493 0.910 -0.499
C 4.265 -0.083 0.093
C 5.616 0.115 0.309
C 6.212 1.307 -0.068
C 5.450 2.300 -0.660
C 4.096 2.103 -0.872
N -0.074 -0.972 1.763
H -1.246 -1.333 3.971
H -1.040 -3.046 3.590
H -2.608 -2.288 3.316
H -3.106 -3.120 -1.031
H -1.669 -3.233 -2.074
H -2.964 1.513 -2.888
H -3.747 3.348 -1.427
H -4.780 0.490 1.578
H -4.035 -1.331 0.123
H -0.075 -0.922 -1.607
H 1.735 0.489 1.348
H 1.538 1.614 -1.041
H 1.901 -0.049 -1.542
H 3.799 -1.013 0.384
H 6.206 -0.663 0.771
H 7.267 1.462 0.100
H 5.910 3.231 -0.954
H 3.504 2.881 -1.331
```

=====

The following is a quantum chemistry calculation of C19H18F5GeNO4PdSSe as an isolated structure, from the Open Molecules 2025 dataset.

ΔE to the lowest compared entry with this formula, charge and spin, kcal per mole: 0.0
E_HOMO, eV: -8.5

```
51
C19H18F5GeNO4PdSSe (wB97M-V/def2-TZVPD)
Pd -0.314 0.559 1.621
O -1.618 0.220 -1.989
S -0.667 -0.729 -1.481
O 0.695 -0.575 -1.902
N -0.752 -0.832 0.169
C -1.438 -1.931 0.595
O -1.792 -2.135 1.739
C -1.692 -2.875 -0.540
C -2.263 -4.133 -0.478
C -2.388 -4.849 -1.661
C -1.954 -4.317 -2.871
C -1.385 -3.051 -2.933
C -1.272 -2.360 -1.744
H -2.592 -4.532 0.472
H -2.828 -5.837 -1.646
H -2.061 -4.897 -3.778
H -1.049 -2.628 -3.870
C 0.468 2.986 -1.503
Ge -0.558 3.371 0.109
C -1.915 4.760 -0.173
C 0.610 3.875 1.603
C -1.612 1.792 0.688
H 1.155 3.811 -1.697
H -0.184 2.850 -2.365
H 1.052 2.072 -1.391
H -1.450 5.711 -0.433
H -2.501 4.901 0.736
H -2.591 4.473 -0.979
H 1.157 4.789 1.369
H 1.347 3.093 1.797
H 0.041 4.037 2.519
H -2.192 1.315 -0.093
H -2.251 2.043 1.541
F 4.386 -1.024 -3.033
C 3.837 -0.846 -1.835
C 3.313 -1.922 -1.144
F 3.345 -3.140 -1.688
C 2.724 -1.723 0.089
F 2.196 -2.785 0.701
C 2.654 -0.465 0.674
Se 1.927 -0.256 2.421
C 3.187 0.595 -0.045
F 3.149 1.836 0.454
C 3.770 0.422 -1.285
F 4.266 1.466 -1.951
C -0.624 -0.978 4.353
C -0.559 0.276 3.574
O -0.880 1.395 3.769
H -1.102 -0.783 5.311
H 0.386 -1.368 4.477
H -1.180 -1.679 3.726
```

=====

The following is a quantum chemistry calculation of one molecule with the formula C19H18N2O6, from the Open Molecules 2025 dataset.

ΔE to the lowest compared entry with this formula, charge and spin, kcal per mole: 33.6
E_HOMO, eV: -8.7

```
45
C19H18N2O6 (wB97M-V/def2-TZVPD)
O -2.407 -1.967 -0.360
C -1.577 -2.235 0.468
O -0.375 -2.713 0.177
C -1.764 -2.022 1.960
C -2.041 -0.524 2.167
C -0.915 0.225 1.482
O 0.251 -0.109 1.630
N -1.207 1.251 0.648
C -2.526 1.816 0.408
C -3.319 1.029 -0.588
C -3.172 0.842 -1.931
C -4.205 -0.043 -2.321
C -4.899 -0.326 -1.189
O -4.375 0.317 -0.136
C -0.097 1.735 -0.154
C 0.830 2.711 0.568
C 2.227 2.138 0.411
O 3.254 2.651 0.760
N 2.115 0.912 -0.216
C 3.207 0.020 -0.390
C 4.390 0.472 -0.956
C 5.445 -0.410 -1.113
C 5.315 -1.731 -0.718
C 4.130 -2.173 -0.154
C 3.071 -1.299 0.019
C 0.822 0.562 -0.539
O 0.488 -0.416 -1.155
H -0.198 -2.652 -0.777
H -2.609 -2.610 2.317
H -0.851 -2.320 2.473
H -2.038 -0.289 3.233
H -3.009 -0.281 1.738
H -2.379 2.840 0.052
H -3.079 1.863 1.349
H -2.422 1.268 -2.565
H -4.392 -0.417 -3.306
H -5.752 -0.949 -1.006
H -0.507 2.154 -1.076
H 0.794 3.726 0.172
H 0.605 2.755 1.635
H 4.484 1.503 -1.259
H 6.370 -0.063 -1.548
H 6.140 -2.415 -0.847
H 4.030 -3.200 0.162
H 2.148 -1.623 0.474
```